(1)
Density functional theory data (ωB97M-V with the def2-TZVPD basis set) for C15H11F6IrN2OS5SbSe2 as an isolated structure.

Positions of all 44 atoms, in Å:
1 Ir 0.181 -0.177 0.008
2 Se 1.952 -1.802 1.150
3 Se 3.392 0.782 -2.111
4 C 2.683 1.838 -0.807
5 C 3.159 3.120 -0.584
6 C 2.655 3.949 0.459
7 C 1.665 3.531 1.272
8 C 1.010 2.235 1.071
9 N 1.612 1.380 -0.035
10 C 1.907 -2.366 -0.649
11 C 2.598 -3.428 -1.231
12 C 2.310 -3.766 -2.540
13 C 1.343 -3.060 -3.248
14 C 0.715 -2.006 -2.616
15 N 1.020 -1.660 -1.368
16 H 3.964 3.465 -1.215
17 H 3.110 4.919 0.618
18 H 1.328 4.127 2.109
19 H 0.738 1.677 1.965
20 H 3.316 -3.984 -0.646
21 H 2.820 -4.601 -3.007
22 H 1.047 -3.339 -4.248
23 H -0.062 -1.429 -3.101
24 S -2.488 -3.815 -3.926
25 Sb -3.440 -3.781 -1.840
26 S -1.796 -1.181 0.146
27 S -1.551 -3.161 -0.291
28 S -5.206 -2.420 -1.403
29 S -0.525 2.696 -1.413
30 C 0.210 1.918 -0.135
31 C -3.432 2.013 1.409
32 C -2.442 1.650 2.537
33 O -1.435 0.876 2.143
34 C -3.250 0.911 3.650
35 F -2.479 0.487 4.667
36 F -4.240 1.660 4.224
37 F -3.856 -0.174 3.145
38 C -1.922 2.989 3.139
39 F -1.135 2.825 4.222
40 F -1.169 3.648 2.230
41 F -2.889 3.869 3.510
42 H -3.722 1.081 0.926
43 H -2.907 2.623 0.674
44 H -4.323 2.537 1.763

Atomic forces in eV per Å
-0.149 0.309 -0.310
-0.061 -0.090 -0.005
-0.011 0.009 0.015
-0.098 -0.023 -0.071
-0.021 0.053 0.046
0.071 0.025 -0.046
-0.196 -0.008 -0.075
0.139 0.001 -0.064
0.207 -0.082 0.231
-0.029 0.002 0.056
0.008 -0.021 -0.047
-0.002 0.007 0.016
-0.003 0.008 0.007
0.044 0.051 -0.073
0.016 -0.137 0.119
0.000 0.005 -0.001
0.013 -0.008 -0.009
-0.013 0.003 -0.005
-0.009 0.007 0.002
-0.001 0.005 0.006
0.003 -0.002 0.005
-0.004 -0.001 -0.006
-0.007 0.010 0.018
-0.044 -0.008 0.101
-0.006 0.133 -0.010
-0.058 -0.019 0.034
-0.037 -0.035 -0.113
0.130 -0.097 -0.045
0.038 -0.074 0.028
-0.073 -0.030 0.069
0.002 -0.018 0.014
-0.186 -0.134 -0.040
0.315 0.110 0.195
0.017 0.019 -0.010
-0.018 0.014 0.000
0.004 -0.022 -0.017
-0.003 -0.006 0.009
0.053 0.011 -0.036
0.015 -0.004 0.008
-0.023 0.005 -0.003
-0.012 0.007 0.023
-0.029 0.012 0.008
0.007 -0.004 -0.007
0.011 0.016 -0.017

Computed properties:
Multiplicity: 6
Gap between HOMO and LUMO (alpha / beta) (eV): 6.067 / 5.037
ΔE to the lowest compared entry with this formula, charge and spin (eV): 3.344
LUMO level (alpha / beta) (eV): 4.0 / 2.4
Net charge: -2


(2)
Density functional theory data (ωB97M-V with the def2-TZVPD basis set) for C15H11N5O5S as an isolated structure at a distorted geometry.

Positions of all 37 atoms, in Å:
1 O -4.695 -0.931 2.161
2 N -5.313 -0.242 1.395
3 O -6.509 -0.077 1.443
4 C -4.744 0.588 0.420
5 C -3.495 0.114 -0.130
6 C -2.923 1.060 -0.792
7 C -3.573 2.194 -1.096
8 C -4.789 2.653 -0.966
9 C -5.488 1.803 -0.080
10 H -6.395 1.940 0.358
11 H -5.305 3.737 -1.164
12 H -3.062 3.082 -2.032
13 H -1.861 0.719 -1.318
14 S -2.804 -1.249 0.480
15 O -3.803 -2.333 -0.033
16 O -2.169 -1.381 1.789
17 O -1.694 -1.597 -0.718
18 C -0.421 -1.320 -0.501
19 C 0.245 -0.190 0.205
20 C 1.478 -0.109 0.502
21 C 2.330 -0.973 -0.441
22 C 1.719 -1.839 -1.047
23 C 0.466 -1.970 -1.261
24 H -0.020 -2.779 -1.794
25 H 2.491 -2.403 -2.016
26 C 3.895 -0.804 -0.247
27 N 4.329 -0.116 0.510
28 N 5.687 0.383 0.602
29 C 6.142 1.145 1.540
30 N 7.545 1.073 1.433
31 N 7.840 0.216 0.473
32 C 6.701 -0.452 -0.036
33 H 6.713 -1.209 -0.570
34 H 5.629 1.747 1.987
35 H 4.379 -1.590 -0.824
36 H 1.971 0.787 1.082
37 H -0.496 0.324 0.685

Atomic forces in eV per Å
0.773 -0.101 -0.088
-2.790 0.755 1.142
-1.619 -0.617 0.561
0.398 1.695 -2.942
-4.927 2.161 4.340
6.637 -0.092 -4.823
5.007 6.147 -7.353
-5.584 1.457 3.416
4.300 -3.598 0.568
-2.487 0.525 0.955
1.831 -3.008 -0.128
-0.469 -3.087 3.081
-2.734 1.699 1.345
-1.560 -10.429 -0.707
3.016 4.014 2.470
-0.574 1.305 -2.754
-1.778 1.525 1.449
4.336 2.763 -0.105
-7.176 -2.801 -0.303
7.488 1.152 -1.640
5.290 8.525 9.703
6.087 -7.128 -9.441
-7.580 -3.385 -0.705
0.636 -0.139 -0.631
-2.126 1.089 3.127
-7.881 -11.249 -10.675
6.224 13.352 11.176
-2.513 -7.976 -3.725
9.753 -5.704 -5.292
-3.074 0.910 0.133
-1.597 -3.272 -1.218
2.620 13.380 9.129
-0.574 -6.677 -5.183
-5.533 6.588 5.489
0.741 0.168 -0.904
-1.118 -2.162 -1.069
-1.445 2.212 1.601

Computed properties:
Multiplicity: 1
Gap between HOMO and LUMO (eV): 7.706
LUMO level (eV): -1.7


(3)
Density functional theory data (ωB97M-V with the def2-TZVPD basis set) for C15H12AuN3S as an isolated structure at a distorted geometry.

Positions of all 32 atoms, in Å:
1 Au 1.352 1.102 -1.173
2 N 1.542 1.194 8.359
3 C 1.925 1.414 7.226
4 C 1.342 1.033 6.214
5 C 2.694 0.621 4.902
6 C 2.435 0.859 3.807
7 C 0.980 1.379 3.092
8 C 0.337 1.961 4.353
9 C 0.705 2.022 5.690
10 C 1.493 1.641 1.871
11 C 1.299 1.629 0.459
12 H 3.430 0.015 5.559
13 H 3.282 0.396 2.913
14 H -0.366 2.448 3.863
15 H -0.314 2.673 6.378
16 C -0.084 -3.372 -3.698
17 C -0.767 -1.975 -3.843
18 C -2.037 -1.830 -3.599
19 C -2.307 -0.203 -3.672
20 N -1.504 0.985 -3.926
21 C -0.298 0.130 -3.896
22 S 0.973 1.359 -3.525
23 N 0.453 -0.912 -3.923
24 C -3.750 0.364 -3.760
25 H -1.049 -3.974 -3.562
26 H 0.555 -3.867 -2.715
27 H 0.382 -3.638 -4.620
28 H -2.790 -2.407 -3.778
29 H 1.512 -1.550 -3.679
30 H -4.186 -0.692 -3.606
31 H -3.863 0.604 -4.972
32 H -3.377 0.589 -2.740

Atomic forces in eV per Å
0.069 -1.125 -7.803
3.123 2.207 -1.914
1.640 -1.216 17.022
2.660 -3.340 -12.365
1.477 -4.330 18.885
-2.305 0.442 -18.634
4.918 0.826 9.072
2.529 -2.176 -6.155
-8.527 2.597 -1.615
-3.372 0.452 -11.519
1.262 1.398 16.888
-0.964 1.425 -1.823
-2.425 1.714 2.473
-4.038 3.094 -0.576
3.854 -1.569 -1.755
-2.499 -1.892 2.175
7.513 -4.157 1.780
3.956 9.914 -0.033
-1.178 3.051 -3.633
0.076 -11.181 0.667
7.304 10.596 1.692
0.432 0.723 -0.156
-5.828 -8.598 -0.135
1.441 -6.323 -1.601
1.552 -0.098 -0.549
-1.510 2.538 -2.593
0.524 -0.406 -0.530
-4.341 -3.614 -0.369
-4.009 3.733 -0.780
-1.077 2.043 -0.208
0.032 0.755 3.969
-2.288 2.517 0.121

Computed properties:
Multiplicity: 1
Gap between HOMO and LUMO (eV): 4.661
LUMO level (eV): -1.9


(4)
Density functional theory data (ωB97M-V with the def2-TZVPD basis set) for one molecule with the formula C15H12BF3N2O3 at a distorted geometry.

Positions of all 36 atoms, in Å:
1 O -0.269 0.243 0.117
2 C 0.152 -0.476 -0.777
3 N -0.100 -0.219 -2.138
4 C -1.068 0.724 -2.614
5 C -1.565 1.680 -1.728
6 C -2.541 2.525 -2.171
7 C -3.016 2.469 -3.458
8 C -4.088 3.449 -3.979
9 F -5.175 3.509 -3.154
10 F -3.509 4.667 -4.036
11 F -4.495 3.103 -5.208
12 C -2.562 1.481 -4.338
13 C -1.603 0.595 -3.915
14 N 0.932 -1.549 -0.356
15 C 1.384 -1.773 0.963
16 C 2.190 -2.882 1.242
17 C 2.708 -3.097 2.494
18 C 2.445 -2.179 3.474
19 C 1.617 -1.094 3.236
20 C 1.091 -0.869 1.988
21 B 1.992 -0.206 4.510
22 O 1.420 1.015 4.790
23 O 2.924 -0.831 5.340
24 C 3.102 -2.118 4.833
25 H 0.208 -0.913 -2.800
26 H -1.164 1.747 -0.707
27 H -2.969 3.246 -1.510
28 H -2.978 1.400 -5.314
29 H -1.297 -0.218 -4.573
30 H 1.342 -2.176 -1.038
31 H 2.458 -3.520 0.411
32 H 3.380 -3.931 2.708
33 H 0.586 0.065 1.752
34 H 1.620 1.285 5.702
35 H 4.161 -2.308 4.712
36 H 2.690 -2.841 5.542

Atomic forces in eV per Å
-0.537 0.197 -1.227
-0.038 0.516 1.302
0.269 -0.589 0.532
-0.018 -0.849 0.532
0.853 -0.154 0.310
-0.623 0.687 -0.233
-1.122 -0.339 -1.416
1.293 -1.051 1.182
0.711 0.240 -0.793
-0.793 0.201 -0.155
-0.301 0.446 0.253
0.001 0.569 0.883
0.751 -0.373 0.736
0.193 -0.468 -1.927
-0.420 0.690 0.654
-0.355 0.092 -1.039
0.574 -0.698 0.146
-0.198 -0.233 0.610
1.762 0.485 1.600
-0.044 0.677 -0.279
-1.195 0.720 -0.226
0.552 -0.579 0.593
-1.282 1.235 -0.506
0.386 -1.203 -0.532
0.003 0.009 -0.042
-0.440 -0.002 -0.885
-0.079 0.401 0.408
-0.191 -0.056 -0.565
0.101 0.192 0.199
-0.204 0.198 0.020
0.011 -0.272 0.025
-0.178 0.128 -0.295
0.161 -0.660 0.441
0.019 0.097 -0.435
0.365 -0.152 0.170
0.015 -0.102 -0.041

Computed properties:
Multiplicity: 1
SMILES string: O=C(Nc1ccc(C(F)(F)F)cc1)Nc1ccc2c(c1)B(O)OC2
Gap between HOMO and LUMO (eV): 8.830
ΔE to the lowest compared entry with this formula, charge and spin (eV): 0.000
LUMO level (eV): 0.4


(5)
Density functional theory data (ωB97M-V with the def2-TZVPD basis set) for one molecule with the formula C15H12ClN3OS2 at a distorted geometry.

Positions of all 34 atoms, in Å:
1 O -1.570 -0.552 -2.194
2 C -1.312 0.296 -1.370
3 N -1.729 0.213 -0.068
4 C -2.275 -1.032 0.436
5 C -1.206 -1.870 1.070
6 C -0.630 -2.977 0.521
7 S 0.589 -3.606 1.553
8 C 0.239 -2.294 2.675
9 C 0.935 -2.142 3.910
10 C 0.720 -1.172 4.860
11 C 1.572 -1.299 5.969
12 C 2.423 -2.356 5.859
13 S 2.204 -3.223 4.395
14 N -0.700 -1.501 2.271
15 N -0.627 1.466 -1.628
16 C -0.150 1.938 -2.848
17 C -0.277 1.231 -4.041
18 C 0.224 1.766 -5.212
19 C 0.857 2.997 -5.229
20 C 0.980 3.692 -4.037
21 Cl 1.765 5.235 -4.021
22 C 0.486 3.180 -2.853
23 H -1.306 0.805 0.631
24 H -2.710 -1.559 -0.415
25 H -3.048 -0.800 1.173
26 H -0.854 -3.442 -0.417
27 H -0.028 -0.411 4.744
28 H 1.556 -0.636 6.815
29 H 3.171 -2.682 6.554
30 H -0.492 2.099 -0.852
31 H -0.768 0.273 -4.037
32 H 0.120 1.212 -6.133
33 H 1.246 3.412 -6.144
34 H 0.594 3.743 -1.937

Atomic forces in eV per Å
-0.009 -0.286 -0.327
-0.012 0.353 0.299
-0.127 0.115 0.322
0.054 -0.131 -0.067
-0.017 -0.658 -0.683
-0.027 0.095 0.209
-0.372 0.682 0.287
-0.115 -0.698 -1.093
0.664 0.054 1.064
-0.059 -0.348 -0.536
0.262 -0.151 0.185
-0.008 -0.144 -0.196
-0.325 0.513 0.171
0.027 0.458 0.594
0.090 0.196 0.362
0.129 0.022 -0.397
-0.120 -0.210 0.031
0.072 0.174 0.082
0.048 0.074 -0.047
-0.131 -0.247 -0.003
0.086 0.171 0.005
-0.024 -0.053 -0.034
0.021 0.007 -0.114
-0.041 0.082 0.170
0.026 -0.088 -0.109
-0.087 -0.070 -0.248
-0.154 0.127 -0.058
0.027 0.087 0.154
0.144 -0.037 0.166
-0.082 -0.156 -0.119
-0.001 -0.013 -0.009
-0.014 -0.060 -0.079
0.047 0.065 -0.066
0.027 0.076 0.082

Computed properties:
Multiplicity: 1
SMILES string: O=C(NCc1csc(-c2cccs2)n1)Nc1cccc(Cl)c1
Gap between HOMO and LUMO (eV): 8.250
LUMO level (eV): -0.1


(6)
Density functional theory data (ωB97M-V with the def2-TZVPD basis set) for a 2-piece molecular cluster, C15H12F4N2O2 overall at a distorted geometry.

Positions of all 35 atoms, in Å:
1 O 1.264 3.501 0.136
2 C 1.010 2.462 0.772
3 C 1.992 1.405 0.978
4 F 3.237 1.650 0.519
5 C 1.712 0.266 1.654
6 F 2.721 -0.561 2.007
7 C 0.387 -0.051 2.206
8 O 0.169 -1.029 2.928
9 C -0.574 1.047 2.022
10 F -1.728 0.954 2.718
11 C -0.296 2.187 1.348
12 F -1.215 3.167 1.235
13 C -0.140 -3.656 1.300
14 C -0.697 -4.848 0.817
15 C -1.552 -4.767 -0.310
16 N -2.078 -5.913 -0.886
17 C -1.592 -6.470 -2.155
18 C -2.421 -7.749 -2.387
19 C -3.324 -7.933 -1.178
20 C -3.012 -6.793 -0.186
21 C -1.887 -3.499 -0.842
22 C -1.339 -2.366 -0.225
23 N -0.476 -2.455 0.797
24 H 0.594 -3.693 2.104
25 H -0.455 -5.820 1.263
26 H -0.514 -6.708 -2.091
27 H -1.707 -5.726 -2.966
28 H -1.736 -8.582 -2.505
29 H -2.984 -7.637 -3.310
30 H -4.377 -7.865 -1.445
31 H -3.156 -8.883 -0.682
32 H -3.922 -6.225 0.086
33 H -2.580 -7.167 0.755
34 H -2.589 -3.418 -1.681
35 H -1.599 -1.368 -0.594

Atomic forces in eV per Å
-0.572 -2.383 1.659
0.594 2.405 -2.283
1.393 -1.160 0.201
-1.077 -0.215 0.482
1.935 0.095 -0.135
-1.066 0.499 -0.633
-0.150 -1.700 2.360
0.574 2.497 -1.493
-1.438 1.265 0.389
0.887 -0.171 -0.916
-1.758 -0.118 0.702
0.802 -0.859 0.191
-0.869 -0.227 -0.703
-0.183 0.657 -0.544
0.279 0.726 0.443
-0.729 -1.164 -0.788
0.203 0.612 0.310
0.469 0.537 -0.326
-0.284 0.437 0.662
0.256 0.454 0.204
0.386 -0.120 0.636
0.151 -1.081 -0.063
0.134 -0.063 -0.379
-0.195 0.287 -0.074
-0.051 0.441 -0.256
-0.231 0.080 -0.017
0.012 -0.356 0.211
-0.049 -0.187 -0.096
-0.084 -0.176 0.010
0.014 -0.184 -0.099
-0.081 -0.191 -0.077
0.270 -0.231 -0.061
-0.080 -0.077 -0.124
0.377 -0.081 0.367
0.162 -0.248 0.236

Computed properties:
Multiplicity: 1
SMILES string: O=C1C(F)=C(F)C(=O)C(F)=C1F.c1cc(N2CCCC2)ccn1
Gap between HOMO and LUMO (eV): 5.750
LUMO level (eV): -2.5